Record 1
C3H9S | ωB97M-V with the def2-TZVPD basis set

Geometry (Å):
S: -1.578 -0.336 -3.365
H: -2.495 0.159 -2.528
C: -0.413 -0.961 0.456
C: 0.043 0.485 0.214
C: 1.412 0.704 0.893
H: 0.432 -1.642 0.297
H: -1.054 -1.326 -0.354
H: -0.900 -1.025 1.427
H: -0.693 1.169 0.640
H: 0.054 0.626 -0.867
H: 1.628 1.761 1.042
H: 1.415 0.205 1.866
H: 2.148 0.182 0.281

The orbital gap comes out at 6.303 eV. The highest occupied orbital energy comes out at -2.5 eV. Its strongest force on any atom is 1.0 eV Å⁻¹. The energy above the lowest of the compared OMol25 structures with the same formula, charge and spin comes out at 4.3 kcal/mol. Its charge is -1.

=====

Record 2
C3H6Br2S | ωB97M-V with the def2-TZVPD basis set

Geometry (Å):
C: -0.099 -1.241 0.573
C: -0.903 0.449 -1.006
C: -0.098 0.156 0.128
S: 1.096 1.314 0.449
Br: -2.754 1.016 -0.150
Br: 3.407 0.977 -0.651
H: 0.215 -1.331 1.700
H: -1.037 -1.622 0.760
H: 0.310 -1.837 -0.258
H: -1.243 -0.420 -1.568
H: -0.550 1.389 -1.563
H: 1.656 1.150 1.586

The orbital gap (spin up / spin down) comes out at 6.710 / 6.883 eV. The highest occupied orbital energy (spin up / spin down) comes out at -8.4 / -8.5 eV. Its strongest force on any atom is 3.7 eV Å⁻¹. The energy above the lowest of the compared OMol25 structures with the same formula, charge and spin comes out at 43.5 kcal/mol.

=====

Record 3
C32H30N3O2PSn | ωB97M-V with the def2-TZVPD basis set

Geometry (Å):
N: -0.797 3.944 -2.356
C: -0.038 4.674 -1.864
C: 0.775 5.693 -1.193
H: 0.219 6.652 -1.227
H: 1.754 5.813 -1.705
H: 0.987 5.371 -0.156
N: 4.507 -2.875 -2.931
C: 5.427 -3.471 -2.550
C: 6.584 -4.220 -2.128
H: 7.443 -3.898 -2.724
H: 6.399 -5.283 -2.295
H: 6.770 -4.033 -1.070
N: -3.879 -1.516 -2.926
C: -4.254 -2.404 -2.285
C: -4.791 -3.490 -1.492
H: -4.173 -3.661 -0.604
H: -4.804 -4.414 -2.082
H: -5.806 -3.224 -1.167
Sn: 1.101 -0.857 -2.392
C: 0.247 -1.785 -0.349
O: -0.211 -2.766 0.075
C: 2.219 0.843 -0.714
O: 2.988 1.443 -0.116
C: 1.201 0.880 -3.900
C: -0.109 0.786 -3.384
C: -0.838 -0.428 -3.580
C: -0.206 -1.522 -4.210
C: 1.111 -1.412 -4.669
C: 1.778 -0.188 -4.576
H: 1.774 1.790 -3.729
H: -0.537 1.682 -2.939
H: -1.895 -0.517 -3.293
H: -0.730 -2.475 -4.308
H: 1.633 -2.231 -5.158
H: 2.766 -0.093 -5.032
C: -0.816 4.617 2.863
C: 0.441 4.242 2.366
C: 0.635 2.965 1.840
C: -0.425 2.046 1.793
C: -1.658 2.413 2.355
C: -1.860 3.697 2.859
P: -0.093 0.365 1.091
C: 0.820 -0.361 2.509
C: 2.027 -1.054 2.335
C: 2.714 -1.535 3.454
C: 2.211 -1.332 4.742
C: 1.002 -0.646 4.915
C: 0.312 -0.159 3.803
C: -1.754 -0.378 1.339
C: -1.941 -1.551 2.070
C: -3.205 -2.136 2.143
C: -4.283 -1.552 1.472
C: -4.080 -0.423 0.672
C: -2.820 0.158 0.593
H: -0.966 5.624 3.250
H: 1.273 4.940 2.402
H: 1.624 2.682 1.479
H: -2.489 1.714 2.410
H: -2.841 3.967 3.252
H: 2.415 -1.204 1.323
H: 3.652 -2.074 3.301
H: 2.767 -1.710 5.604
H: 0.606 -0.488 5.920
H: -0.625 0.376 3.958
H: -1.100 -1.999 2.601
H: -3.332 -3.051 2.726
H: -5.280 -1.992 1.551
H: -4.900 0.002 0.088
H: -2.647 1.028 -0.049

The orbital gap (spin up / spin down) comes out at 4.009 / 3.901 eV. The highest occupied orbital energy (spin up / spin down) comes out at -20.0 / -19.9 eV. Its strongest force on any atom is 6.2 eV Å⁻¹. Its charge is +4.

=====

Record 4
C4H12N3OS | ωB97M-V with the def2-TZVPD basis set

Geometry (Å):
C: -2.822 -0.163 -0.813
N: -2.156 0.100 0.414
N: -0.886 -0.583 0.450
C: 0.225 0.381 0.330
S: 0.054 1.566 -1.090
N: 1.560 -0.231 0.281
C: 2.583 0.514 1.028
C: 1.734 -1.206 -0.560
O: 0.848 -1.738 -1.259
H: -2.142 0.156 -1.571
H: -3.019 -1.178 -1.074
H: -3.661 0.438 -0.907
H: -2.642 0.032 1.272
H: -0.814 -1.179 1.241
H: 0.209 1.168 1.111
H: -0.011 2.733 -0.338
H: 2.120 1.527 1.054
H: 2.712 0.151 1.996
H: 3.456 0.554 0.457
H: 2.793 -1.448 -0.827
H: -0.141 -1.592 -1.194

The orbital gap comes out at 9.091 eV. The highest occupied orbital energy comes out at -12.8 eV. Its strongest force on any atom is 3.1 eV Å⁻¹. The structure (SMILES) is CNN[C@H](S)/[N+](C)=C\O. The energy above the lowest of the compared OMol25 structures with the same formula, charge and spin comes out at 32.6 kcal/mol. Its charge is +1.

=====

Record 5
C23H53NO4 | ωB97M-V with the def2-TZVPD basis set

Geometry (Å):
N: -0.754 -2.169 3.554
C: -1.608 -3.389 3.512
O: -1.987 -3.821 2.179
C: -0.916 -4.445 1.485
O: -1.121 -5.621 1.080
O: 0.334 -3.848 1.191
C: 0.287 -3.034 -0.013
C: -0.793 -1.845 0.002
C: -0.113 -0.413 -0.386
O: 0.212 0.267 0.875
H: -0.626 -1.979 4.570
H: -1.229 -1.335 3.182
H: -1.006 -4.223 4.036
H: -2.598 -3.194 4.077
H: 1.313 -2.540 -0.203
H: 0.055 -3.718 -0.903
H: -1.288 -1.673 1.026
H: -1.663 -2.075 -0.722
H: 0.798 -0.522 -1.060
H: -0.952 0.214 -0.859
H: -0.619 0.409 1.391
C: 3.793 2.881 -4.138
C: 3.908 3.407 -2.715
C: 5.010 2.714 -1.910
C: 4.808 1.210 -1.702
C: 3.497 0.821 -1.015
C: 3.374 1.370 0.399
H: 3.532 1.820 -4.154
H: 3.011 3.423 -4.677
H: 4.732 3.014 -4.682
H: 2.944 3.312 -2.207
H: 4.130 4.479 -2.754
H: 5.101 3.211 -0.938
H: 5.971 2.866 -2.415
H: 5.648 0.824 -1.113
H: 4.861 0.698 -2.669
H: 3.439 -0.273 -0.972
H: 2.641 1.150 -1.612
H: 4.193 1.010 1.028
H: 2.433 1.041 0.847
H: 3.383 2.462 0.412
C: -2.614 -3.117 -5.414
C: -2.039 -1.791 -5.893
C: -0.643 -1.931 -6.508
C: 0.439 -2.440 -5.550
C: 0.636 -1.595 -4.290
C: 1.095 -0.174 -4.590
H: -2.002 -3.562 -4.626
H: -3.618 -2.968 -5.008
H: -2.685 -3.831 -6.239
H: -2.024 -1.075 -5.066
H: -2.710 -1.372 -6.650
H: -0.342 -0.962 -6.919
H: -0.698 -2.615 -7.362
H: 1.388 -2.494 -6.096
H: 0.207 -3.467 -5.251
H: 1.390 -2.080 -3.660
H: -0.284 -1.567 -3.699
H: 2.042 -0.179 -5.136
H: 1.245 0.378 -3.658
H: 0.358 0.373 -5.183
C: -2.590 1.536 3.444
C: -1.872 1.350 4.775
C: -2.826 1.032 5.929
C: -3.846 2.130 6.249
C: -3.243 3.495 6.587
C: -2.376 3.469 7.839
H: -3.286 2.376 3.474
H: -1.865 1.735 2.649
H: -3.149 0.635 3.174
H: -1.278 2.240 5.001
H: -1.160 0.523 4.675
H: -2.233 0.812 6.823
H: -3.371 0.111 5.696
H: -4.465 1.795 7.088
H: -4.530 2.249 5.402
H: -4.060 4.207 6.743
H: -2.661 3.877 5.744
H: -2.954 3.138 8.706
H: -1.991 4.470 8.051
H: -1.517 2.803 7.722

The orbital gap comes out at 10.513 eV. The highest occupied orbital energy comes out at -10.0 eV. Its strongest force on any atom is 5.1 eV Å⁻¹. The structure (SMILES) is NCOC(=O)OCCCO.CCCCCC.CCCCCC.CCCCCC. The energy above the lowest of the compared OMol25 structures with the same formula, charge and spin comes out at 38.3 kcal/mol.

=====

Record 6
C32H29CrN7O4PS2Se | ωB97M-V with the def2-TZVPD basis set

Geometry (Å):
Cr: -0.987 0.365 0.168
O: -2.356 1.739 -3.194
S: -1.428 1.086 -2.346
O: -1.950 -0.074 -1.531
O: -0.784 1.915 -1.283
C: -0.187 0.314 -3.334
C: -0.353 0.345 -4.708
C: 0.514 -0.389 -5.506
C: 1.518 -1.144 -4.924
C: 1.686 -1.158 -3.543
C: 0.840 -0.425 -2.725
P: 1.131 -0.200 -0.934
C: 2.397 1.124 -0.987
C: 2.111 2.453 -0.685
C: 3.093 3.427 -0.825
C: 4.362 3.083 -1.260
C: 4.651 1.759 -1.572
C: 3.674 0.788 -1.440
C: 2.010 -1.659 -0.308
C: 1.690 -2.947 -0.733
C: 2.302 -4.048 -0.153
C: 3.234 -3.873 0.862
C: 3.560 -2.592 1.290
C: 2.952 -1.489 0.710
H: -1.163 0.923 -5.133
H: 0.394 -0.379 -6.581
H: 2.189 -1.723 -5.547
H: 2.492 -1.736 -3.110
H: 1.116 2.735 -0.383
H: 2.857 4.463 -0.611
H: 5.124 3.844 -1.371
H: 5.637 1.485 -1.926
H: 3.913 -0.239 -1.691
H: 0.960 -3.102 -1.517
H: 2.045 -5.045 -0.490
H: 3.712 -4.735 1.311
H: 4.294 -2.452 2.075
H: 3.221 -0.492 1.041
Se: -2.190 -2.023 4.566
N: -2.650 -3.444 3.592
C: -2.278 -3.203 2.342
C: -2.454 -4.089 1.267
C: -1.989 -3.699 0.011
C: -1.413 -2.472 -0.171
N: -1.231 -1.539 0.838
C: -1.628 -1.911 2.095
N: -1.483 -1.127 3.139
H: -2.941 -5.041 1.430
H: -2.079 -4.359 -0.842
H: -1.076 -2.186 -1.153
C: 2.372 -0.177 3.978
N: 1.335 0.002 2.978
C: 1.126 1.138 2.330
N: 1.927 2.189 2.574
O: 0.218 1.270 1.450
H: 2.405 -1.230 4.246
H: 2.184 0.402 4.888
H: 3.348 0.094 3.574
H: 0.545 -0.661 2.961
H: 2.533 2.215 3.373
H: 1.740 3.045 2.083
N: -1.878 1.581 3.320
C: -2.647 1.926 2.277
N: -2.730 1.263 1.134
C: -3.828 1.780 0.375
C: -4.443 1.185 -0.721
C: -5.500 1.833 -1.337
C: -5.978 3.053 -0.866
C: -5.429 3.617 0.273
C: -4.374 2.956 0.882
S: -3.642 3.341 2.413
H: -1.571 0.612 3.351
H: -2.060 2.040 4.195
H: -4.115 0.225 -1.081
H: -5.967 1.372 -2.198
H: -6.804 3.543 -1.364
H: -5.829 4.532 0.693

The orbital gap (spin up / spin down) comes out at 5.435 / 7.884 eV. The highest occupied orbital energy (spin up / spin down) comes out at -8.5 / -10.7 eV. Its strongest force on any atom is 0.9 eV Å⁻¹. The energy above the lowest of the compared OMol25 structures with the same formula, charge and spin comes out at 23.5 kcal/mol. As for the spin multiplicity: 5. Its charge is +1.

=====

Record 7
C3H3ClN2S | ωB97M-V with the def2-TZVPD basis set

Geometry (Å):
S: -2.108 -1.114 -0.388
C: -0.589 -0.250 -0.310
N: 0.184 0.170 -1.362
N: 1.423 0.617 -0.984
C: 1.333 0.598 0.289
C: 0.147 0.044 0.815
Cl: -0.316 -0.156 2.423
H: -2.262 -0.991 0.950
H: 0.036 0.013 -2.309
H: 2.151 1.070 0.877

The orbital gap comes out at 9.371 eV. The highest occupied orbital energy comes out at -8.7 eV. Its strongest force on any atom is 4.2 eV Å⁻¹. The structure (SMILES) is Sc1[nH]ncc1Cl. The energy above the lowest of the compared OMol25 structures with the same formula, charge and spin comes out at 16.2 kcal/mol.

=====

Record 8
C2H7S2 | ωB97M-V with the def2-TZVPD basis set

Geometry (Å):
S: -2.396 0.018 -0.957
H: -3.374 0.968 -1.142
C: 0.591 0.151 1.153
C: 0.914 -0.682 -0.062
S: 1.106 0.337 -1.575
H: 1.345 0.900 1.420
H: -0.352 0.723 1.018
H: 0.393 -0.442 2.083
H: 0.150 -1.433 -0.274
H: 1.856 -1.248 0.029
H: -0.234 0.708 -1.692

The orbital gap comes out at 6.582 eV. The highest occupied orbital energy comes out at -2.9 eV. Its strongest force on any atom is 1.8 eV Å⁻¹. The energy above the lowest of the compared OMol25 structures with the same formula, charge and spin comes out at 2.7 kcal/mol. Its charge is -1.

=====

Record 9
C5H14N2 | ωB97M-V with the def2-TZVPD basis set

Geometry (Å):
C: 1.234 -1.538 -0.058
C: 1.606 -0.380 -0.967
C: 2.969 0.216 -0.560
H: 1.969 -2.360 -0.119
H: 0.227 -1.966 -0.237
H: 1.254 -1.188 0.956
H: 0.877 0.413 -0.820
H: 1.531 -0.633 -2.049
H: 3.283 1.009 -1.201
H: 2.863 0.640 0.473
H: 3.770 -0.539 -0.528
C: -1.719 0.258 0.925
C: -2.455 1.066 0.124
N: -2.079 1.532 -1.174
N: -2.253 -0.244 2.140
H: -0.633 0.045 0.709
H: -3.445 1.333 0.388
H: -2.341 2.527 -1.375
H: -2.432 0.927 -1.881
H: -1.809 0.154 2.988
H: -2.415 -1.274 2.268

The orbital gap (spin up / spin down) comes out at 10.285 / 5.716 eV. The highest occupied orbital energy (spin up / spin down) comes out at -14.5 / -14.5 eV. Its strongest force on any atom is 3.2 eV Å⁻¹. The energy above the lowest of the compared OMol25 structures with the same formula, charge and spin comes out at 52.3 kcal/mol. As for the spin multiplicity: 2. Its charge is +1.

=====

Record 10
C4H7NO | ωB97M-V with the def2-TZVPD basis set

Geometry (Å):
C: -0.536 0.466 -1.166
N: -1.173 -0.602 -0.978
C: 0.182 -0.682 -1.652
H: -0.664 1.527 -1.013
H: 0.141 -0.879 -2.714
H: 0.989 -1.153 -1.083
C: 0.519 0.840 1.121
C: -0.207 -0.518 1.117
O: 0.407 -1.558 1.051
H: -0.128 1.728 1.124
H: 1.331 0.985 0.393
H: 0.991 0.749 2.093
H: -1.277 -0.463 1.389

The orbital gap comes out at 10.614 eV. The highest occupied orbital energy comes out at -9.7 eV. Its strongest force on any atom is 1.0 eV Å⁻¹. The structure (SMILES) is C1=NC1.CC=O. The energy above the lowest of the compared OMol25 structures with the same formula, charge and spin comes out at 93.9 kcal/mol.